(1)
# C28H38BN5P2Pd

C28H38BN5P2Pd as an isolated structure at a distorted geometry (ωB97M-V with the def2-TZVPD basis set, the Open Molecules 2025 dataset).

Frontier orbital gap (spin up / spin down): 6.7645 / 5.6417 eV
⟨S²⟩: 2.02
M: 623.83 g/mol
2S+1: 3
LUMO (spin up / spin down): -0.92 / -2.48 eV
Total energy: -2198.61937 hartree
Energy relative to the best compared isomer or geometry (same formula, charge and spin): 2.8408 eV

XYZ file:
```
75
Properties=species:S:1:pos:R:3:mulliken_spin:R:1
Pd 0.335 1.340 0.529 0.8472
C -1.646 1.436 -2.960 -0.0041
C -1.530 0.106 -2.817 0.0099
C -0.680 -0.746 -3.720 0.0026
C 0.722 -0.128 -4.009 0.0001
C 1.410 0.560 -2.847 0.0373
C 1.148 1.798 -2.420 0.0081
C 0.435 2.794 -3.285 -0.0063
C -0.854 2.255 -3.947 0.0020
C 1.405 1.432 2.488 0.6240
H -2.450 1.978 -2.450 -0.0018
H -2.186 -0.437 -2.132 -0.0006
H -1.194 -0.856 -4.690 -0.0006
H -0.595 -1.767 -3.320 -0.0014
H 1.420 -0.898 -4.379 0.0002
H 0.609 0.577 -4.846 -0.0005
H 2.248 0.019 -2.390 -0.0118
H 1.694 2.184 -1.557 -0.0118
H 1.138 3.151 -4.066 0.0000
H 0.188 3.679 -2.681 0.0004
H -1.454 3.101 -4.313 -0.0001
H -0.627 1.705 -4.874 0.0005
H 0.836 2.045 3.216 0.0146
H 2.441 1.825 2.564 -0.0168
H 1.470 0.392 2.877 -0.0153
P 1.729 -0.492 0.208 0.1076
P -1.428 -0.655 0.945 0.2243
N 3.176 0.595 -0.203 -0.0014
N 2.625 -1.702 1.091 0.0267
N -2.728 0.489 0.403 -0.0177
N -2.716 -1.620 1.681 0.0217
C 0.647 -1.500 -0.861 0.0316
C -0.779 -1.813 -0.338 0.0464
C 3.116 1.965 0.113 0.0172
C 4.096 2.653 -0.575 0.0175
C 4.861 1.673 -1.279 -0.0015
C 4.286 0.419 -1.034 0.0109
C 3.498 -1.370 2.151 0.0024
C 4.277 -2.479 2.451 0.0042
C 3.884 -3.536 1.561 0.0035
C 2.895 -3.035 0.725 0.0108
C -2.562 1.834 0.782 0.0192
C -3.350 2.638 -0.040 0.0009
C -4.146 1.767 -0.839 -0.0096
C -3.710 0.466 -0.578 0.0141
C -3.800 -2.211 1.013 0.0180
C -4.564 -2.916 1.939 -0.0009
C -3.911 -2.800 3.211 0.0030
C -2.785 -2.007 3.023 -0.0033
H 1.155 -2.420 -1.154 0.0209
H 0.506 -0.938 -1.786 -0.0298
H -1.474 -1.858 -1.183 0.0091
H -0.783 -2.799 0.148 -0.0068
H 2.314 2.411 0.705 -0.0441
H 4.247 3.728 -0.525 0.0007
H 5.720 1.900 -1.887 0.0010
H 4.547 -0.574 -1.368 0.0005
H 3.436 -0.391 2.605 -0.0075
H 5.032 -2.540 3.224 -0.0001
H 4.273 -4.546 1.566 0.0011
H 2.347 -3.504 -0.084 0.0003
H -2.059 2.066 1.706 -0.0021
H -3.250 3.711 -0.112 -0.0007
H -4.910 2.046 -1.557 -0.0005
H -4.033 -0.446 -1.055 -0.0001
H -3.927 -2.091 -0.052 0.0008
H -5.496 -3.430 1.753 0.0008
H -4.208 -3.227 4.157 -0.0005
H -2.064 -1.653 3.733 0.0030
B -1.443 -0.042 5.809 -0.0009
C -1.211 0.418 4.327 0.0273
N -1.108 0.674 3.186 0.0012
H -0.510 -0.788 6.124 0.0004
H -2.527 -0.626 5.784 0.0025
H -1.468 1.014 6.413 0.0022
```



(2)
# C4H12N2OS

A 2-piece molecular cluster, C4H12N2OS overall at a distorted geometry (ωB97M-V with the def2-TZVPD basis set, the Open Molecules 2025 dataset).

Frontier orbital gap (spin up / spin down): 8.4304 / 8.4292 eV
M: 136.22 g/mol
LUMO (spin up / spin down): -0.32 / -0.32 eV
Total energy: -742.33610 hartree
Energy relative to the best compared isomer or geometry (same formula, charge and spin): 6.1211 eV

XYZ file:
```
20
Properties=species:S:1:pos:R:3:mulliken_charge:R:1
C 0.880 -1.944 -0.446 -0.8506
C 1.238 1.491 -0.175 -1.2115
C 0.419 -1.374 0.799 -0.4662
C -0.257 1.206 -0.544 -0.4494
N -3.471 0.980 0.198 -0.7071
N -0.787 0.380 0.431 -0.2680
O -2.428 -1.075 -0.742 -0.5948
S -2.348 -0.032 0.273 0.6798
H 1.135 -3.019 -0.230 0.3197
H 0.074 -1.896 -1.156 0.2831
H 1.652 -1.403 -0.877 0.3577
H 1.477 1.946 0.719 0.3643
H 1.848 0.534 -0.247 0.1312
H 1.451 2.233 -0.848 0.4410
H -0.308 -1.846 1.279 0.4804
H 1.267 -1.026 1.421 0.3109
H -0.830 2.087 -0.712 0.5302
H -0.254 0.573 -1.506 0.2831
H -3.903 1.123 -0.709 0.2721
H -2.446 -0.413 1.487 0.0940
```



(3)
# C9H9BiF3I2O7S2Tl

C9H9BiF3I2O7S2Tl as an isolated structure at a distorted geometry (ωB97M-V with the def2-TZVPD basis set, the Open Molecules 2025 dataset).

Frontier orbital gap (spin up / spin down): 3.8969 / 3.9394 eV
M: 1017.46 g/mol
LUMO (spin up / spin down): -17.92 / -17.98 eV
Total energy: -2951.19491 hartree
Net charge: +4

XYZ file:
```
34
Properties=species:S:1:pos:R:3:mulliken_charge:R:1
I 1.469 -3.664 -0.289 0.6321
I 1.651 3.601 -0.272 0.2999
Bi 0.179 1.346 0.060 1.3257
Tl 0.028 -1.420 0.018 1.6246
S 1.330 -0.029 -1.738 -0.0935
C -1.431 -1.904 -1.226 0.2252
C -1.077 -1.941 1.477 0.0577
C 0.689 -0.017 -3.436 1.3313
C 1.540 1.087 -4.043 -1.6468
C -0.798 0.260 -3.635 -1.2689
C 1.091 -1.396 -3.945 -1.4483
C -0.832 1.978 1.676 0.1816
C -1.468 2.039 -1.051 0.2276
O -1.705 -2.491 2.347 -0.0611
O -2.273 -2.332 -1.954 -0.1014
O -1.381 2.454 2.642 0.0044
O -2.299 2.589 -1.655 0.0270
H 1.295 1.172 -5.105 0.4826
H 2.609 0.861 -3.943 0.5026
H 1.347 2.055 -3.558 0.4232
H -1.153 -0.362 -4.472 0.3825
H -0.955 1.313 -3.918 0.3764
H -1.413 0.027 -2.766 0.0971
H 0.867 -1.444 -5.018 0.5045
H 0.551 -2.207 -3.439 0.3056
H 2.167 -1.569 -3.805 0.4920
F 1.258 0.914 5.588 -0.1429
C 2.035 0.842 4.506 0.6575
F 2.206 2.057 3.991 -0.1851
F 3.206 0.304 4.820 -0.1357
S 1.098 -0.379 3.090 0.6508
O 1.458 -1.647 3.590 -0.4653
O -0.266 -0.039 3.298 -0.5897
O 1.659 -0.070 1.743 -0.6734
```



(4)
# C39H40ClN2P2SSc

C39H40ClN2P2SSc as an isolated structure at a distorted geometry (ωB97M-V with the def2-TZVPD basis set, the Open Molecules 2025 dataset).

Frontier orbital gap: 7.2199 eV
M: 711.19 g/mol
LUMO: -6.57 eV
Total energy: -3921.00144 hartree
Net charge: +2

XYZ file:
```
86
Properties=species:S:1:pos:R:3:mulliken_charge:R:1
Sc -0.928 0.771 0.463 -0.4308
Cl -1.550 2.551 -0.947 -0.2561
P 1.809 1.405 0.950 1.8862
P -1.477 -1.384 -1.343 1.8984
C 1.378 2.321 2.480 0.1131
C 2.510 2.756 -0.091 0.0710
C 3.302 0.439 1.434 0.0623
C -1.248 -3.213 -1.111 0.1661
C -3.291 -1.220 -1.102 0.0807
C -1.359 -1.249 -3.176 0.4256
C 1.936 2.027 3.734 -0.4746
C 1.450 2.659 4.889 -0.6934
C 0.387 3.573 4.792 -0.6162
C -0.201 3.838 3.544 -0.8780
C 0.307 3.221 2.393 -0.4184
H 2.751 1.307 3.818 0.4389
H 1.899 2.441 5.863 0.4432
H 0.011 4.074 5.691 0.4083
H -1.039 4.540 3.472 0.5284
H -0.145 3.455 1.416 0.6878
C 3.116 -0.744 2.171 0.0611
C 4.200 -1.550 2.541 -0.6822
C 5.504 -1.185 2.166 -0.5754
C 5.705 -0.024 1.395 -0.6565
C 4.608 0.774 1.023 -0.5997
H 2.102 -1.031 2.447 0.3522
H 4.029 -2.462 3.123 0.4296
H 6.354 -1.807 2.463 0.3909
H 6.718 0.266 1.087 0.4093
H 4.764 1.664 0.412 0.4132
C 2.963 3.973 0.443 0.0266
C 3.406 5.002 -0.400 -0.6890
C 3.400 4.810 -1.797 -0.5340
C 2.951 3.596 -2.332 -0.6122
C 2.513 2.577 -1.481 -0.5162
H 2.956 4.140 1.528 0.4138
H 3.760 5.945 0.036 0.4189
H 3.755 5.608 -2.453 0.4017
H 2.954 3.441 -3.411 0.4381
H 2.162 1.627 -1.889 0.3791
C -3.985 -0.209 -1.808 -0.6506
C -5.314 0.076 -1.511 -0.7308
C -5.972 -0.625 -0.468 -0.6910
C -5.243 -1.578 0.283 -0.6972
C -3.922 -1.856 -0.025 -0.5664
H -3.477 0.363 -2.592 0.4538
H -5.858 0.828 -2.090 0.4378
H -7.007 -0.419 -0.245 0.4804
H -5.766 -2.124 1.086 0.6691
H -3.362 -2.573 0.570 0.5291
C -0.656 -3.654 0.077 0.5222
C -0.443 -5.007 0.343 -0.8880
C -0.849 -5.974 -0.593 -0.5002
C -1.456 -5.560 -1.797 -0.7936
C -1.631 -4.185 -2.055 -0.3733
H -0.348 -2.911 0.812 0.0439
H 0.047 -5.299 1.274 0.4320
H -0.677 -7.037 -0.394 0.3818
H -1.786 -6.295 -2.536 0.4273
H -2.077 -3.877 -3.009 0.3219
C -2.337 -1.734 -4.064 -0.2116
C -2.235 -1.525 -5.452 -0.9091
C -1.143 -0.790 -5.960 -0.5136
C -0.181 -0.267 -5.077 -0.5990
C -0.289 -0.510 -3.701 -0.3588
H -3.214 -2.269 -3.698 0.4207
H -2.998 -1.932 -6.121 0.4154
H -1.042 -0.636 -7.039 0.3996
H 0.666 0.318 -5.464 0.4226
H 0.458 -0.115 -3.007 0.1806
H 1.353 -1.584 -0.099 -0.3750
H 1.589 -1.264 -0.740 0.4248
C -4.141 2.088 2.621 -1.0971
N -3.144 1.225 2.028 0.8705
C -2.605 0.148 2.706 0.7902
S -1.076 -0.540 2.412 -0.3043
N -3.424 -0.492 3.676 -0.2542
C -4.853 -0.681 3.530 -1.2164
H -4.487 1.722 3.640 0.4708
H -5.027 2.175 1.992 0.3829
H -3.691 3.089 2.751 0.2358
H -2.533 1.651 1.369 -0.2181
H -2.937 -1.335 4.014 0.3483
H -4.973 -1.766 3.321 0.3366
H -5.313 -0.458 4.509 0.3568
H -5.374 -0.095 2.746 0.4812
```